DFT (the ωB97M-V functional and the def2-TZVPD basis) results for a structure of composition C27H24MnN9O3S3 in a non-equilibrium geometry.

* energy: -111771.04403 eV
* expectation value of S²: 1.2339
* highest occupied orbital energy (alpha / beta): -4.41 / -4.18 eV
* ΔE to the lowest compared entry with this formula, charge and spin: 10.0 kJ/mol

The geometry in ORCA input format:
```
! wB97M-V def2-TZVPD RIJCOSX def2/J DEFGRID3
* xyz -1 2
Mn 0.116 0.301 -1.199
C -3.528 4.250 -2.734
S -1.978 4.790 -1.991
C -1.121 3.228 -1.741
S -1.171 2.019 -2.927
N -0.455 3.295 -0.623
N 0.319 2.177 -0.358
C 1.214 2.374 0.526
C 2.097 1.264 0.883
C 3.098 1.404 1.832
C 3.888 0.302 2.128
C 3.651 -0.887 1.464
C 2.630 -0.934 0.522
N 1.874 0.117 0.237
H -4.060 5.154 -3.030
H -4.129 3.701 -2.011
H -3.330 3.633 -3.606
H 1.322 3.355 0.981
H 3.240 2.356 2.326
H 4.671 0.373 2.872
H 4.230 -1.776 1.672
H 2.394 -1.847 -0.004
O 1.631 0.623 -2.436
C 2.056 0.007 -3.476
C 3.281 0.420 -4.072
C 3.784 -0.178 -5.200
C 3.104 -1.233 -5.821
C 1.922 -1.664 -5.258
C 1.385 -1.079 -4.106
C 0.177 -1.632 -3.507
N -0.314 -1.366 -2.309
C -1.401 -2.193 -2.119
C -1.585 -2.959 -3.219
N -0.579 -2.595 -4.093
H 3.801 1.237 -3.589
H 4.726 0.168 -5.612
H 3.499 -1.706 -6.709
H 1.410 -2.499 -5.726
H -1.946 -2.195 -1.192
H -2.317 -3.707 -3.461
H -0.450 -2.940 -5.025
N -0.218 0.253 7.323
C -0.304 -0.318 6.045
C -1.140 -1.408 5.813
C -1.195 -1.998 4.560
C -0.409 -1.510 3.532
C 0.433 -0.429 3.754
C 0.483 0.167 5.001
S -0.438 -2.271 1.934
O 0.897 -2.784 1.716
O -1.520 -3.228 1.945
N -0.649 -1.094 0.877
C -1.816 -0.432 0.847
N -1.947 0.317 -0.284
C -3.131 0.859 -0.517
C -4.182 0.759 0.380
C -3.901 0.105 1.569
N -2.746 -0.488 1.820
H -1.039 0.127 7.893
H 0.102 1.208 7.331
H -1.757 -1.787 6.620
H -1.858 -2.828 4.360
H 1.042 -0.050 2.942
H 1.135 1.017 5.171
H -3.218 1.398 -1.454
H -5.146 1.199 0.173
H -4.640 0.058 2.365
*
```

Atom charges from the Löwdin analysis, given in e for atoms 1 to 8:
1 Mn 0.5638
2 C -0.4587
3 S 0.7750
4 C -1.1282
5 S 0.6138
6 N -0.0859
7 N -0.0714
8 C -0.0633